# 1
{"formula": "C2H5IN2O2", "method": "the ωB97M-V functional and the def2-TZVPD basis", "smiles": "C/C=N\\O.O=NI", "homo_lumo_gap_ev": [8.58, 8.58], "homo_ev": [-8.64, -8.64], "multiplicity": 1, "de_lowest_kj_mol": 271.9, "total_charge": 0, "elements": ["C", "C", "N", "O", "H", "H", "H", "H", "H", "O", "N", "I"], "xyz": [[-1.87460, 0.26132, -0.03865], [-0.55377, -0.50182, -0.19326], [0.56303, 0.04426, 0.02574], [0.77920, 1.40704, 0.44173], [-2.09541, 0.15272, 1.10372], [-2.65157, -0.37968, -0.56771], [-2.07100, 1.35471, -0.31595], [-0.44552, -1.54365, -0.57337], [-0.11664, 1.95061, 0.35324], [2.37479, -2.00807, 0.44312], [2.51574, -0.85062, 0.49827], [3.57575, 0.11317, -1.17688]], "forces_ev_per_angstrom": [[-1.770, -1.577, 1.302], [-0.153, 2.304, -0.478], [1.001, 1.277, 0.264], [-3.634, -0.515, -0.833], [0.064, 0.373, -1.925], [0.705, 1.068, 0.708], [1.027, -1.605, 0.103], [-0.475, 0.808, 0.508], [2.410, -1.704, 0.228], [0.408, 1.833, -0.181], [-0.116, -2.490, 1.124], [0.533, 0.228, -0.819]]}



# 2
{"formula": "C9H14N2", "method": "the ωB97M-V functional and the def2-TZVPD basis", "smiles": "C=CCN(C)C.C#CCC#N", "homo_lumo_gap_ev": 9.56, "homo_ev": -8.87, "multiplicity": 1, "de_lowest_kj_mol": 406.5, "total_charge": 0, "elements": ["C", "C", "C", "N", "C", "C", "H", "H", "H", "H", "H", "H", "H", "H", "H", "H", "H", "C", "C", "C", "C", "N", "H", "H", "H"], "xyz": [[2.48757, -2.27697, 0.43537], [2.72601, -1.22652, -0.33958], [1.70367, -0.17981, -0.63886], [2.09290, 1.18427, -0.27619], [1.05258, 2.09681, -0.69653], [2.35079, 1.29085, 1.14164], [3.20970, -3.08973, 0.59007], [1.52563, -2.36899, 0.96159], [3.66187, -1.10398, -0.88159], [0.74911, -0.47874, -0.15815], [1.49448, -0.16182, -1.71284], [0.04618, 1.78140, -0.36267], [1.24932, 3.12040, -0.32495], [1.10777, 2.13174, -1.78613], [1.51470, 0.96829, 1.76875], [2.62966, 2.32299, 1.41432], [3.20276, 0.64350, 1.37511], [-2.13910, -0.77642, -0.01431], [-3.33335, -0.94284, -0.17720], [-4.79657, -1.00020, -0.21509], [-5.40803, 0.28130, 0.13653], [-5.71648, 1.40842, 0.41796], [-1.07754, -0.65937, 0.13334], [-5.19298, -1.76705, 0.46169], [-5.14063, -1.19754, -1.25229]], "forces_ev_per_angstrom": [[-0.051, -0.246, 0.237], [0.062, -0.135, -0.254], [-0.244, 0.318, -0.021], [-0.147, -0.331, 0.291], [0.226, 0.500, -0.263], [0.842, 0.072, 0.226], [-0.284, 0.488, -0.094], [0.439, 0.003, -0.266], [0.046, -0.140, 0.211], [0.254, 0.171, 0.091], [0.066, -0.110, -0.031], [0.111, 0.130, -0.087], [-0.063, -0.554, -0.102], [-0.451, 0.103, -0.025], [-0.314, 0.004, 0.107], [-0.185, -0.390, -0.191], [-0.134, 0.139, 0.156], [-1.635, -0.399, -0.258], [1.969, 0.551, 0.680], [-0.471, -0.244, -0.810], [-0.905, 6.010, 1.636], [1.176, -5.586, -1.382], [-0.618, -0.072, -0.140], [0.140, 0.004, -0.278], [0.168, -0.287, 0.567]]}



# 3
{"formula": "C2H3ClO2", "method": "the ωB97M-V functional and the def2-TZVPD basis", "smiles": "O=CCl.C=O", "homo_lumo_gap_ev": 10.95, "homo_ev": -10.48, "multiplicity": 1, "de_lowest_kj_mol": 138.9, "total_charge": 0, "elements": ["O", "C", "Cl", "H", "C", "O", "H", "H"], "xyz": [[2.74240, 1.32236, 0.54529], [2.49131, 0.56749, -0.30061], [2.69056, -1.14751, -0.11056], [2.10802, 0.85884, -1.30091], [-1.12714, 0.02091, 0.32937], [-0.37477, 0.72166, -0.26093], [-0.72722, -1.00970, 0.71015], [-2.24857, 0.04130, 0.18786]], "forces_ev_per_angstrom": [[0.495, 1.227, 1.469], [-0.680, 0.031, -1.724], [0.003, -0.808, -0.062], [0.169, -0.420, 0.340], [-0.487, -3.577, -0.931], [0.437, 1.348, -0.042], [-0.585, 1.557, 0.309], [0.648, 0.642, 0.640]]}